# C5H14NO2

C5H14NO2 as an isolated structure in a non-equilibrium geometry (ωB97M-V with the def2-TZVPD basis set, the OMol25 dataset).

XYZ file:
```
22
Properties=species:S:1:pos:R:3:mulliken_charge:R:1
C 0.797 1.517 -0.719 -0.258
O 1.381 2.116 0.348 -0.734
C 1.152 0.018 -1.035 -0.516
C 0.020 -1.005 -1.419 -0.792
C -1.325 -0.522 -0.843 -0.744
C -1.473 -0.472 0.627 -0.254
N -0.855 -1.480 1.620 -0.848
H -0.314 1.521 -0.918 0.096
H 1.194 2.107 -1.633 0.298
H 2.026 0.133 -1.754 0.397
H 1.584 -0.380 -0.137 0.156
H 0.016 -1.016 -2.542 0.290
H 0.225 -2.007 -1.217 0.394
H -2.212 -1.238 -1.295 0.295
H -1.748 0.388 -1.249 0.411
H -1.099 0.498 0.981 0.223
H -2.526 -0.654 0.990 0.293
H -0.879 -1.027 2.481 0.286
H 0.162 -1.523 1.414 0.352
H 1.856 0.791 2.468 0.243
H 1.135 1.449 1.381 0.271
O 0.882 0.785 2.452 -0.858
```

Output
Net charge: -1
Strongest force on any atom, eV Å⁻¹: 5.18
Multiplicity: 1
Orbital gap, eV: 7.94